1:
Computed, not measured: one molecule with the formula C3H4BrNO, with the ωB97M-V functional and the def2-TZVPD basis.

Gap between HOMO and LUMO   9.70 eV
LUMO level   0.83 eV
Highest occupied orbital energy   -8.87 eV

ORCA input file:
```
! RIJCOSX wB97M-V def2-TZVPD def2/J DEFGRID3
* xyz 0 1
C -0.2257 1.1878 -0.7289
C -0.2187 -1.0228 -0.6454
C 0.4537 0.0552 1.0967
N -0.3253 0.1298 -1.4006
O 0.1850 1.2632 0.4560
Br -0.5651 -0.1863 2.6677
H -0.2474 2.1319 -1.2999
H 0.5480 -1.8848 -1.0638
H -1.0917 -1.5669 -0.3578
H 1.4872 -0.1071 1.2760
*
```

Atomic partial charges in e from the Löwdin method, atoms 1 to 2: atom 1 (C): -0.32, atom 2 (C): -0.07



2:
Computed, not measured: one molecule with the formula C3H4BrNO, with the ωB97M-V functional and the def2-TZVPD basis.

Gap between HOMO and LUMO   10.98 eV
LUMO level   0.70 eV
Highest occupied orbital energy   -10.28 eV

ORCA input file:
```
! RIJCOSX wB97M-V def2-TZVPD def2/J DEFGRID3
* xyz 0 1
C 1.5488 0.1188 0.2899
C -0.8235 -0.0594 0.6604
C -0.5395 -0.1781 -0.7747
N 0.3622 -0.7076 0.1595
O 2.0791 0.5412 -0.6422
Br -1.7986 -1.2136 -1.9695
H 1.7367 0.2943 1.4538
H -0.6041 1.0787 0.9638
H -1.6781 -0.6181 1.0683
H -0.2831 0.7439 -1.2094
*
```

Atomic partial charges in e from the Löwdin method, atoms 1 to 2: atom 1 (C): -0.33, atom 2 (C): -0.17



3:
Computed, not measured: C3H4BrNO as an isolated structure, with the ωB97M-V functional and the def2-TZVPD basis.

Gap between HOMO and LUMO   7.95 eV
LUMO level   -0.61 eV
Highest occupied orbital energy   -8.56 eV

ORCA input file:
```
! RIJCOSX wB97M-V def2-TZVPD def2/J DEFGRID3
* xyz 0 1
C 1.9116 -0.4156 -0.0222
C 0.7913 0.1497 0.3663
C -0.4645 -0.4639 0.1020
N -1.6915 1.0026 -0.0985
O -1.0338 -1.4716 -0.1234
Br -3.3712 0.3851 0.3146
H 2.9277 -0.0982 0.2661
H 1.7055 -1.2999 -0.5695
H 0.7863 1.1222 0.9771
H -1.5615 1.0895 -1.2124
*
```

Atomic partial charges in e from the Löwdin method, atoms 1 to 2: atom 1 (C): 0.08, atom 2 (C): -0.14



Need the numbers? Relative energies in kcal/mol: 1 20.0; 2 0.0; 3 31.0.



1:
Computed, not measured: one molecule with the formula C5H4ClNS, with the ωB97M-V functional and the def2-TZVPD basis.

Gap between HOMO and LUMO   6.96 eV
LUMO level   -1.26 eV
Highest occupied orbital energy   -8.22 eV

ORCA input file:
```
! RIJCOSX wB97M-V def2-TZVPD def2/J DEFGRID3
* xyz 0 1
C 1.2924 -0.6044 0.3203
C -0.0375 -0.2143 0.2703
C -1.3082 -1.0388 -0.0503
C -1.8355 1.1858 -0.1521
C -0.4115 1.0996 0.2950
H 3.7672 -0.9897 -0.5532
H 1.3314 -1.6865 0.2398
H -1.6517 -2.0558 -0.0255
H -2.4316 1.9712 -0.1060
N -2.2934 -0.1562 -0.1663
S 2.9262 0.1561 -0.1017
Cl 0.6523 2.3330 0.0296
*
```

Atomic partial charges in e from the Löwdin method, atoms 1 to 2: atom 1 (C): -0.36, atom 2 (C): -0.35



2:
Computed, not measured: a 2-piece molecular cluster, C5H4ClNS overall, with the ωB97M-V functional and the def2-TZVPD basis.

Gap between HOMO and LUMO   9.55 eV
LUMO level   0.17 eV
Highest occupied orbital energy   -9.38 eV

ORCA input file:
```
! RIJCOSX wB97M-V def2-TZVPD def2/J DEFGRID3
* xyz 0 1
C 3.1897 -0.5812 0.6344
C -0.4016 -0.5341 -0.0235
C -0.1351 -1.3224 -1.1017
C 0.7536 -0.2122 0.7078
C 1.8895 -0.7533 0.1567
N 4.2494 -0.4070 1.0412
S 1.5318 -1.6870 -1.2607
Cl 2.0380 2.1739 -0.8735
H -1.3864 -0.1891 0.2372
H -0.8274 -1.7077 -1.8211
H 0.8828 2.5374 -1.3140
H 0.7607 0.4066 1.5872
*
```

Atomic partial charges in e from the Löwdin method, atoms 1 to 2: atom 1 (C): -0.30, atom 2 (C): -0.18



Need the numbers? Relative energies in kcal/mol: 1 75.9; 2 0.0.